Computed, not measured: a cluster of 20 separate species, C87H131N11O29 in total, with ωB97M-V with the def2-TZVPD basis set.

CARTESIAN COORDINATES (ANGSTROEM)
O  -1.43  2.18  -0.27
O  -3.69  -2.01  -5.16
O  -4.44  8.38  0.72
O  5.83  5.21  -0.44
O  -5.48  3.48  3.20
O  -2.51  3.21  -5.14
O  0.66  -3.12  -6.59
O  2.45  -3.55  5.84
O  -4.35  0.99  2.84
O  7.07  4.04  5.05
O  -3.15  -5.03  -1.31
O  5.40  -4.54  0.24
O  0.85  0.26  9.40
O  0.16  3.50  -5.07
O  -1.35  -3.30  3.75
O  2.80  -8.97  -2.45
O  -0.49  -4.64  -1.28
O  1.24  -2.63  -1.33
O  0.02  2.90  3.16
O  4.50  -0.32  1.81
O  5.02  1.30  -3.22
O  0.11  -9.85  2.84
O  0.59  4.06  0.80
O  -6.43  2.49  -1.41
O  -0.37  10.22  1.88
O  -0.32  6.66  -2.77
O  5.00  -3.67  -4.88
O  -7.20  -2.14  -0.60
O  2.21  3.11  4.90
N  -3.89  -0.32  -3.64
N  -1.61  1.30  3.38
N  1.06  -2.42  -4.47
N  -0.50  -3.49  1.66
N  5.41  -5.50  -6.23
N  -1.74  9.35  3.52
N  1.09  -8.37  1.42
N  4.81  4.49  4.58
N  -4.33  -6.86  -0.76
N  5.63  -3.31  -1.70
N  -2.49  6.59  -3.38
C  3.82  3.11  -4.47
C  -4.44  -0.85  1.36
C  1.44  1.84  -3.80
C  0.59  0.78  -0.14
C  -4.83  5.85  3.39
C  -5.52  -5.07  -1.73
C  -3.91  6.53  -3.20
C  -3.42  3.00  -4.16
C  4.51  -2.42  -1.36
C  0.68  2.46  6.59
C  -6.55  -1.28  0.24
C  -4.18  2.85  -1.90
C  -0.81  -1.26  -1.38
C  -5.11  -0.79  -3.05
C  1.20  -0.43  -0.42
C  -1.50  6.53  -2.44
C  0.58  -7.89  -2.70
C  -0.82  -4.04  -4.99
C  1.93  4.31  0.48
C  2.59  3.64  -4.85
C  3.91  -3.19  4.04
C  4.17  4.77  1.15
C  -0.26  -6.84  -2.37
C  0.84  -3.06  2.10
C  4.51  4.89  -0.21
C  -5.31  4.87  1.27
C  4.92  -4.87  -5.12
C  4.06  -1.11  2.85
C  -6.34  0.70  1.54
C  5.96  3.76  4.59
C  -3.21  -1.01  -4.64
C  -5.76  2.65  -3.73
C  -4.53  7.05  2.78
C  2.12  -1.58  -4.85
C  2.88  4.44  1.45
C  0.53  -1.47  -1.03
C  2.23  4.48  -0.85
C  2.57  0.90  7.82
C  0.83  -9.59  1.90
C  0.24  -5.81  -1.58
C  5.92  -4.34  -0.84
C  2.45  -1.42  4.61
C  2.67  1.46  -3.24
C  1.58  -5.81  -1.18
C  0.35  -3.14  -5.42
C  5.79  2.49  3.74
C  5.76  -4.68  -7.40
C  0.45  -7.21  1.95
C  -5.19  4.74  2.64
C  -1.49  -3.63  2.57
C  1.54  -10.70  1.24
C  -5.03  0.32  1.85
C  -0.23  7.90  2.17
C  2.37  -6.90  -1.45
C  -4.75  2.87  -4.63
C  -2.74  -4.22  1.94
C  4.48  -2.41  3.05
C  1.94  2.36  6.00
C  3.04  -0.65  3.64
C  -0.74  1.00  -0.43
C  -1.91  6.38  -0.97
C  -1.86  -0.45  -5.01
C  -1.16  2.56  3.32
C  -0.73  9.26  2.52
C  4.82  5.73  5.30
C  2.85  1.58  6.63
C  2.92  -2.71  4.84
C  4.45  -5.85  -4.09
C  3.55  4.71  -1.23
C  -3.12  3.04  -2.80
C  -2.13  10.66  4.00
C  0.31  1.73  7.68
C  -5.44  2.62  -2.37
C  -0.75  0.15  3.27
C  -2.14  3.71  3.43
C  -7.12  -0.11  0.72
C  -4.22  -5.64  -1.25
C  -5.11  6.12  0.66
C  3.90  1.99  -3.63
C  -4.69  7.22  1.41
C  -3.21  -7.61  -0.27
C  -1.42  -0.04  -1.05
C  7.01  -5.20  -1.36
C  1.90  -7.95  -2.24
C  1.41  3.03  -4.61
C  1.28  0.92  8.30
C  -5.23  -1.65  0.54
H  -0.77  2.82  0.11
H  3.85  5.80  5.81
H  -6.77  2.52  -4.09
H  -4.66  1.92  2.92
H  -1.57  -0.81  -5.99
H  -1.72  8.57  4.16
H  -4.90  2.92  -5.70
H  4.90  5.03  1.92
H  -4.25  7.88  3.42
H  -1.35  11.17  4.58
H  -4.00  2.91  -0.83
H  2.71  0.63  -2.55
H  1.21  -6.46  2.15
H  6.81  -4.89  -7.63
H  2.26  -0.53  -0.20
H  0.21  -8.64  -3.39
H  -4.84  -2.62  0.24
H  -4.24  7.17  -4.00
H  3.94  -6.67  -4.60
H  2.03  -5.01  -0.60
H  -1.15  -0.72  -4.23
H  1.52  -0.34  9.76
H  6.57  2.52  2.96
H  -1.41  -2.04  -1.83
H  0.97  -3.49  3.08
H  -3.79  8.90  1.20
H  3.42  -6.91  -1.20
H  6.85  -6.22  -1.00
H  5.21  -0.75  1.32
H  3.69  -5.45  -3.43
H  3.81  1.42  6.15
H  -2.27  11.30  3.12
H  2.54  -10.84  1.66
H  -2.72  -4.15  0.86
H  1.57  -3.43  1.38
H  -5.16  6.17  -0.41
H  -1.04  7.18  2.07
H  4.95  6.57  4.60
H  -1.49  -4.79  -1.36
H  -4.31  6.80  -2.23
H  3.37  0.43  8.38
H  1.68  -0.98  5.25
H  -5.18  -1.87  -3.05
H  5.83  1.65  -3.59
H  -1.60  2.96  -4.86
H  -2.18  6.75  -4.32
H  -1.01  -3.90  -3.92
H  -3.37  -7.87  0.76
H  4.70  3.62  -4.80
H  7.90  -5.05  -0.75
H  -5.36  -4.82  -2.78
H  -3.43  -1.14  1.57
H  -0.11  -7.43  2.84
H  0.26  7.63  3.10
H  -5.13  -0.39  -2.03
H  0.56  1.31  -3.45
H  4.76  2.38  3.39
H  -5.22  -7.35  -0.82
H  -3.49  0.56  -3.38
H  2.57  -1.28  -3.90
H  5.12  -6.43  -6.46
H  -0.73  1.78  7.98
H  -2.61  1.20  3.40
H  -0.19  -6.72  1.20
H  0.92  -1.97  2.20
H  -2.58  -5.28  2.07
H  -0.03  3.17  6.16
H  4.84  -1.37  -1.26
H  4.23  -4.20  4.25
H  -5.92  -0.35  -3.63
H  0.32  4.29  -5.60
H  -8.16  0.13  0.52
H  -1.14  5.71  -0.59
H  0.87  -2.65  -3.52
H  -2.45  3.94  2.39
H  5.85  -3.46  -2.68
H  5.27  -2.85  2.47
H  -0.60  -5.08  -5.23
H  1.57  -8.24  0.55
H  -5.71  -4.12  -1.23
H  3.94  3.96  4.59
H  -4.72  5.80  4.47
H  5.05  -4.85  -8.21
H  0.52  7.89  1.40
H  2.59  4.57  -5.38
H  -4.17  5.51  -3.47
H  -3.68  -3.92  2.38
H  7.24  -5.14  -2.43
H  -0.64  -3.70  0.68
H  -1.73  -3.84  -5.57
H  1.70  -3.09  6.25
H  -2.45  0.11  -1.34
H  4.19  -2.70  -0.36
H  -1.66  4.62  3.76
H  -0.49  0.02  2.22
H  1.59  -10.60  0.15
H  -6.79  1.57  1.99
H  1.43  3.23  4.33
H  1.85  -0.61  -5.26
H  -1.30  -0.68  3.69
H  0.23  0.37  3.72
H  -3.06  -8.57  -0.76
H  3.76  -2.40  -2.15
H  2.49  -9.59  -3.11
H  -3.08  10.52  4.53
H  5.71  -3.62  -7.16
H  0.98  -11.60  1.50
H  -1.90  0.61  -5.27
H  -1.75  7.38  -0.56
H  1.48  4.40  -1.62
H  3.76  4.82  -2.28
H  2.73  0.38  3.45
H  0.57  3.86  1.77
H  5.66  5.79  5.99
H  2.81  -2.09  -5.53
H  -3.06  3.37  3.89
H  -2.90  6.00  -0.78
H  -6.45  -5.63  -1.64
H  2.60  4.36  2.48
H  -7.28  2.31  -1.80
H  -5.83  3.54  4.09
H  -2.09  3.14  -2.48
H  -1.28  -6.88  -2.74
H  -5.56  4.03  0.65
H  6.20  1.72  4.40
H  5.34  -6.28  -3.65
H  1.15  1.62  0.24
H  -2.38  -6.92  -0.42
H  0.60  -3.36  -1.33
H  5.99  5.44  -1.37
H  -8.07  -1.80  -0.81

The calculation puts the molar mass at 1795.05 g/mol. The total energy comes out at -168117.7233 eV. As for the spin multiplicity: 1. The charge is 0.